No. 1
Formula: C4H12NO6
Source: the OMol25 dataset
Level of theory: the ωB97M-V functional and the def2-TZVPD basis

Each line ends with the natural charge from an NBO analysis.
Geometry (Å):
O (-2.032, -1.020, -2.594)  -0.561
C (-1.485, -0.494, -1.649)  0.436
C (0.001, -0.116, -1.751)  -0.138
C (0.918, -1.519, -1.486)  -0.606
N (0.423, 0.784, -0.678)  -0.755
C (0.155, 0.597, 0.757)  0.913
O (-0.331, -0.446, 1.148)  -0.798
O (0.499, 1.653, 1.320)  -0.807
H (-1.946, -0.139, -0.786)  0.133
H (0.126, 0.142, -2.897)  0.223
H (0.239, -2.291, -1.199)  0.208
H (1.381, -1.767, -2.403)  0.191
H (1.720, -1.316, -0.693)  0.217
H (0.794, 1.779, -0.955)  0.409
H (-1.731, 0.209, 2.531)  0.496
H (-1.407, 1.587, 2.940)  0.475
O (-2.106, 0.977, 3.093)  -0.985
H (0.347, -3.054, 1.325)  0.462
H (-0.849, -2.341, 0.863)  0.494
O (-0.651, -3.208, 1.230)  -0.961
H (1.193, 3.058, 0.656)  0.514
H (2.750, 3.260, 0.841)  0.458
O (1.992, 3.665, 0.385)  -1.016

## Properties
- HOMO-LUMO gap: 0.325 hartree
- F_max: 4.6 eV/A
- Electronic energy: -18119.441 eV
- Energy relative to the best compared isomer or geometry (same formula, charge and spin): 33.9 kcal/mol
- E_HOMO: -5.40 eV
- Total charge: -1
- LUMO energy: 3.45 eV

---

No. 2
Formula: C4H12NOP
Source: the OMol25 dataset
Level of theory: the ωB97M-V functional and the def2-TZVPD basis

Each line ends with the natural charge from an NBO analysis.
Geometry (Å):
C (-1.814, 1.303, -0.467)  -0.441
C (-1.423, -1.010, 0.087)  -0.429
C (1.275, 0.372, 1.510)  -1.013
C (2.108, -0.629, -1.144)  -1.005
N (-1.047, 0.120, -0.706)  -0.602
O (1.389, 2.002, -0.729)  -1.073
P (1.087, 0.638, -0.306)  1.945
H (-2.752, 1.218, -1.033)  0.193
H (-2.069, 1.464, 0.595)  0.154
H (-1.265, 2.164, -0.849)  0.226
H (-1.572, -0.783, 1.156)  0.157
H (-2.369, -1.397, -0.307)  0.196
H (-0.672, -1.794, -0.008)  0.191
H (2.258, 0.747, 1.788)  0.252
H (0.517, 0.960, 2.022)  0.253
H (1.177, -0.674, 1.781)  0.240
H (1.938, -0.554, -2.213)  0.263
H (3.142, -0.354, -0.927)  0.252
H (1.903, -1.633, -0.792)  0.242

## Properties
- HOMO-LUMO gap: 0.334 hartree
- F_max: 4.5 eV/A
- Electronic energy: -17168.632 eV
- Energy relative to the best compared isomer or geometry (same formula, charge and spin): 53.4 kcal/mol
- E_HOMO: -8.35 eV
- Total charge: 0
- LUMO energy: 0.75 eV